(1)
Below is one molecule with the formula C5H6O, with properties calculated with ωB97M-V/def2-TZVPD.

XYZ file:
```
12
Properties=species:S:1:pos:R:3:mulliken_charge:R:1
C -1.651 1.105 0.622 -0.107
C -0.460 1.253 0.743 -0.363
C 0.903 0.724 0.583 -0.497
C 0.531 -0.709 0.209 0.023
C -0.050 -0.892 -1.109 -0.434
O 1.228 -1.441 -0.774 -0.446
H -2.681 0.881 0.474 0.374
H 1.506 0.797 1.491 0.287
H 1.440 1.211 -0.238 0.262
H 0.133 -1.292 1.043 0.374
H -0.018 -0.053 -1.807 0.247
H -0.880 -1.584 -1.237 0.281
```

Calculated values
Total charge: 0
Molar mass in g mol⁻¹: 82.10
E_HOMO in Ha: -0.366
Energy relative to the best compared isomer or geometry (same formula, charge and spin) in kcal per mole: 76.8
DFT total energy in a.u.: -269.2238
Frontier orbital gap in eV: 11.0

(2)
Below is one molecule with the formula C8H11NO3S, with properties calculated with ωB97M-V/def2-TZVPD.

XYZ file:
```
24
Properties=species:S:1:pos:R:3:mulliken_charge:R:1
O -3.910 -0.110 -1.239 -0.623
S -3.228 -0.222 0.052 1.129
O -3.926 -0.359 1.292 -0.612
C -1.932 -1.449 -0.029 -0.907
C -0.770 -0.881 0.190 0.154
C 0.577 -1.501 0.310 -0.887
C 1.633 -1.014 -0.740 -0.911
C 2.347 0.348 -0.212 -0.757
C 1.490 1.525 -0.215 -0.737
C 0.272 1.409 0.757 -1.010
C -0.834 0.558 0.207 1.665
O -1.452 1.115 -0.910 -0.358
N -2.180 1.166 0.220 -0.663
H -2.265 -2.433 0.091 0.514
H 0.807 -1.254 1.308 0.505
H 0.528 -2.595 -0.007 0.335
H 2.346 -1.770 -1.126 0.419
H 1.063 -0.714 -1.553 0.475
H 2.784 0.039 0.772 0.365
H 3.285 0.544 -0.812 0.315
H 1.833 2.594 -0.065 0.315
H 0.982 1.537 -1.136 0.451
H 0.698 1.093 1.770 0.364
H -0.149 2.373 1.073 0.458
```

Calculated values
Total charge: 0
Molar mass in g mol⁻¹: 201.25
E_HOMO in Ha: -0.364
Energy relative to the best compared isomer or geometry (same formula, charge and spin) in kcal per mole: 126.2
DFT total energy in a.u.: -989.9288
Frontier orbital gap in eV: 10.2

(3)
Below is C9H15IN2OPS as an isolated structure, with properties calculated with ωB97M-V/def2-TZVPD.

XYZ file:
```
30
Properties=species:S:1:pos:R:3:mulliken_charge:R:1
C -3.753 1.302 -0.927 -0.494
C -2.523 1.582 -1.371 0.013
C -0.965 1.541 -1.864 -0.812
N -0.229 0.292 -1.498 -0.287
C -0.108 0.066 -0.036 1.054
C -1.307 -0.862 0.585 -0.463
C -2.355 -1.613 0.844 -0.742
C -0.004 1.389 0.870 -0.874
N 1.285 2.148 0.618 -0.489
C 1.245 -0.855 0.152 -0.389
O 0.913 -2.129 -0.534 -0.331
C 2.073 -3.002 -0.597 -0.765
P 1.618 -1.301 1.959 0.150
S 3.029 -0.044 2.558 -0.465
H -4.681 1.293 -0.235 0.281
H -0.398 2.520 -1.597 0.255
H -1.024 1.553 -3.031 0.399
H -0.673 -0.513 -1.983 0.350
H -3.297 -2.285 0.865 0.354
H -0.945 2.080 0.815 0.299
H 0.052 1.076 1.994 0.454
H 1.364 2.778 1.446 0.257
H 1.192 2.787 -0.190 0.265
H 2.111 -0.373 -0.426 0.580
H 1.951 -3.793 0.255 0.256
H 3.078 -2.452 -0.425 0.348
H 2.066 -3.601 -1.579 0.243
H 0.482 -1.004 2.822 0.101
H 2.151 -2.616 2.159 0.094
I -2.463 3.933 -1.617 -0.644
```

Calculated values
Total charge: -1
Molar mass in g mol⁻¹: 357.18
E_HOMO in Ha: -0.086
DFT total energy in a.u.: -1573.6325
Frontier orbital gap in eV: 4.9

(4)
Below is a 16-piece molecular cluster, C2H34NO17 overall, with properties calculated with ωB97M-V/def2-TZVPD.

XYZ file:
```
54
Properties=species:S:1:pos:R:3:mulliken_charge:R:1
C 2.664 1.248 -2.474 -0.971
N 1.811 1.905 -1.546 -0.032
C 0.737 1.156 -0.787 0.752
O 0.419 1.838 0.177 -0.865
O 0.502 -0.023 -1.224 -0.711
H 2.275 1.452 -3.500 0.338
H 2.619 0.071 -2.197 0.323
H 3.647 1.352 -2.116 0.521
H 2.144 2.651 -0.906 0.467
H -2.107 2.032 -3.529 0.347
H -0.604 1.702 -3.735 0.232
O -1.446 1.476 -4.046 -0.627
H 1.869 -1.682 1.099 0.117
H 0.742 -0.971 0.446 -0.039
O 1.259 -0.935 1.248 -0.235
H 0.415 3.732 -1.269 0.334
H 0.671 3.669 -2.720 0.347
O -0.018 4.069 -2.052 -0.593
H 1.597 -3.443 0.958 0.250
H 1.291 -3.602 2.485 0.370
O 1.553 -4.003 1.666 -0.576
H -0.148 -1.374 -3.934 0.343
H 0.448 -1.922 -2.629 0.323
O 0.216 -2.221 -3.554 -0.649
H 1.231 1.247 2.643 0.288
H 1.923 1.741 1.552 0.392
O 2.080 1.416 2.454 -0.659
H -1.159 3.770 0.165 0.236
H -1.078 3.615 1.656 0.371
O -1.526 4.194 1.051 -0.610
H -0.956 -1.126 -0.544 0.425
H -0.685 -2.091 0.723 0.131
O -1.219 -1.441 0.363 -0.327
H -0.484 0.400 4.238 0.301
H -1.571 -0.326 3.433 0.271
O -1.440 0.247 4.221 -0.610
H -0.549 -4.312 0.126 0.319
H -1.553 -3.751 -0.811 0.358
O -1.486 -4.338 -0.047 -0.685
H -0.398 -1.794 3.949 0.344
H 0.613 -1.372 3.069 0.231
O -0.044 -2.065 3.138 -0.612
H -3.374 0.912 -0.697 0.252
H -2.279 1.864 -0.104 0.420
O -2.952 1.624 -0.846 -0.587
H -2.620 0.038 1.038 0.328
H -1.371 0.442 1.436 0.415
O -2.238 0.723 1.568 -0.829
H -3.039 -3.130 0.106 0.395
H -3.107 -1.679 -0.108 0.317
O -3.531 -2.498 -0.346 -0.704
H 3.557 -0.589 0.829 0.311
H 3.030 0.406 -0.133 0.365
O 3.669 -0.307 0.017 -0.612
```

Calculated values
Multiplicity: 2
Total charge: 0
Molar mass in g mol⁻¹: 344.28
E_HOMO (spin up / spin down) in Ha: -0.406 / -0.406
Expectation value of S²: 0.76
Energy relative to the best compared isomer or geometry (same formula, charge and spin) in kcal per mole: 59.4
DFT total energy in a.u.: -1430.1836
Frontier orbital gap (spin up / spin down) in eV: 9.9 / 5.0

(5)
Below is one molecule with the formula C4H11N3O, with properties calculated with ωB97M-V/def2-TZVPD.

XYZ file:
```
19
Properties=species:S:1:pos:R:3:mulliken_charge:R:1
H 0.261 2.234 -0.927 0.247
N 1.018 1.736 -0.461 -0.800
C 0.642 0.575 -0.085 0.442
N -0.776 0.050 -0.178 0.163
C -1.539 0.484 -1.337 -1.049
C -1.540 0.080 1.065 -1.043
N 1.366 -0.331 0.612 0.080
C 1.385 -1.755 0.305 -0.830
O 2.803 0.154 0.571 -0.503
H -0.959 0.344 -2.255 0.332
H -1.829 1.540 -1.260 0.390
H -2.450 -0.118 -1.438 0.276
H -1.809 1.111 1.331 0.327
H -0.978 -0.360 1.893 0.298
H -2.464 -0.499 0.956 0.384
H 0.399 -2.195 0.469 0.324
H 1.688 -1.920 -0.733 0.298
H 2.098 -2.256 0.964 0.314
H 2.682 1.127 0.508 0.351
```

Calculated values
Total charge: 0
Molar mass in g mol⁻¹: 117.15
E_HOMO in Ha: -0.326
Energy relative to the best compared isomer or geometry (same formula, charge and spin) in kcal per mole: 79.1
DFT total energy in a.u.: -398.4281
Frontier orbital gap in eV: 9.7

(6)
Below is a 11-piece molecular cluster, C13H49N19O11 overall, with properties calculated with ωB97M-V/def2-TZVPD.

XYZ file:
```
92
Properties=species:S:1:pos:R:3:mulliken_charge:R:1
C 3.833 0.594 1.938 -1.269
C 2.614 1.481 2.346 0.303
C 2.358 2.489 1.226 -0.129
O 3.526 3.297 0.889 -0.206
C 3.226 4.541 0.342 -0.854
N 1.473 0.660 2.771 -0.522
H 4.810 1.072 2.003 0.414
H 3.540 0.196 0.966 0.141
H 3.757 -0.395 2.390 0.541
H 3.113 1.996 3.168 0.291
H 1.525 3.091 1.591 0.340
H 1.906 2.042 0.341 -0.139
H 2.668 5.235 0.970 0.391
H 2.547 4.337 -0.486 0.164
H 4.052 5.028 -0.176 0.283
H 1.455 -0.203 2.247 0.017
H 1.694 0.241 3.663 0.384
O 3.727 -3.292 0.227 -0.593
H 4.350 -2.572 0.325 0.318
H 2.945 -2.884 -0.145 0.286
C -1.267 -5.118 2.626 0.569
O -0.711 -4.912 3.678 -0.667
N -2.099 -6.101 2.368 -0.348
N -1.177 -4.391 1.530 -0.068
H -2.233 -6.290 1.385 0.149
H -2.302 -6.841 3.025 0.224
H -0.731 -3.486 1.477 -0.013
H -1.609 -4.811 0.720 0.190
C -4.764 -2.664 1.003 0.572
O -5.056 -2.642 -0.160 -0.692
N -4.581 -3.816 1.747 -0.310
N -4.362 -1.595 1.646 -0.371
H -4.321 -3.736 2.719 0.211
H -4.932 -4.637 1.276 0.192
H -4.146 -0.850 0.999 0.051
H -3.962 -1.638 2.572 0.407
C -1.526 4.016 -2.881 0.055
O -2.410 4.896 -2.728 -0.760
N -1.534 2.799 -2.345 0.166
N -0.308 4.269 -3.354 -0.162
H -0.835 2.108 -2.577 -0.185
H -2.423 2.613 -1.904 0.500
H 0.535 3.761 -3.126 0.038
H -0.266 5.215 -3.704 0.249
C -3.459 2.077 0.572 0.538
O -2.939 1.051 0.158 -0.685
N -4.457 2.189 1.367 -0.364
N -3.014 3.245 0.135 -0.404
H -5.007 1.386 1.637 0.247
H -4.651 3.096 1.767 0.139
H -2.071 3.237 -0.228 0.223
H -3.431 4.021 0.630 0.119
C 3.021 -1.506 -2.610 -4.616
O 2.758 -1.100 -1.533 1.788
N 2.267 -1.568 -3.600 0.756
N 4.240 -1.699 -2.963 -0.046
H 1.308 -1.259 -3.538 -0.152
H 2.527 -2.057 -4.444 0.402
H 4.278 -1.994 -3.928 0.431
H 4.990 -1.549 -2.304 0.312
C -0.125 -1.277 0.720 1.121
O 0.356 -1.973 1.526 -0.950
N -1.464 -1.188 0.532 -0.014
N 0.467 -0.577 -0.186 1.298
H -2.036 -1.832 1.058 -0.083
H -1.802 -0.363 0.058 0.246
H 0.010 -0.103 -0.952 -0.064
H 1.475 -0.624 -0.227 -0.458
C -0.731 0.058 -3.646 -3.748
O -0.438 0.106 -2.482 1.423
N -1.846 -0.373 -4.153 0.298
N 0.074 0.555 -4.594 0.775
H -2.477 -0.742 -3.455 0.198
H -2.092 -0.360 -5.132 0.250
H -0.220 0.496 -5.558 0.361
H 0.974 0.963 -4.384 -0.257
C -2.579 -2.037 4.814 0.721
O -3.704 -2.121 4.315 -0.835
N -2.238 -2.199 6.092 -0.455
N -1.492 -1.815 4.177 -0.014
H -2.956 -2.374 6.779 0.217
H -1.301 -2.129 6.464 0.130
H -1.285 -1.840 3.188 0.028
H -0.779 -1.714 4.884 0.121
C 3.024 2.779 -3.281 -1.504
O 2.132 2.622 -4.104 0.311
N 3.929 3.663 -3.336 -0.100
N 3.299 2.036 -2.265 1.036
H 3.883 4.301 -4.118 0.306
H 4.626 3.831 -2.624 0.254
H 2.714 1.246 -2.035 -0.577
H 4.142 2.312 -1.781 0.120
```

Calculated values
Multiplicity: 2
Total charge: -1
Molar mass in g mol⁻¹: 647.66
E_HOMO (spin up / spin down) in Ha: 0.012 / -0.243
Expectation value of S²: 0.75
DFT total energy in a.u.: -2392.9131
Frontier orbital gap (spin up / spin down) in eV: 1.9 / 8.9